{
  "formula": "C22H28ClMnN5O2",
  "method": "ωB97M-V/def2-TZVPD",
  "species": ["Mn", "Cl", "N", "N", "C", "C", "C", "C", "C", "C", "H", "H", "H", "H", "H", "H", "C", "C", "C", "C", "H", "H", "H", "H", "H", "H", "O", "H", "H", "O", "H", "H", "C", "C", "C", "H", "H", "C", "C", "H", "C", "C", "C", "C", "H", "C", "H", "H", "H", "H", "H", "H", "H", "H", "N", "C", "N", "C", "N"],
  "xyz": [[-0.31, -1.24, -0.20], [-1.10, -3.50, -0.62], [-1.49, 0.19, -1.58], [0.83, -1.15, 1.81], [-1.10, 0.10, -2.83], [2.14, -1.21, 1.78], [-2.51, 1.27, -1.54], [-3.00, 1.27, -2.99], [-1.86, 2.61, -1.25], [-3.65, 1.02, -0.58], [-1.07, 2.83, -1.97], [-1.45, 2.64, -0.25], [-2.62, 3.40, -1.34], [-4.09, 0.04, -0.75], [-4.43, 1.78, -0.75], [-3.33, 1.11, 0.47], [0.43, -0.82, 3.21], [1.77, -0.67, 3.93], [-0.36, -1.95, 3.82], [-0.35, 0.48, 3.25], [0.27, 1.29, 2.83], [-0.57, 0.72, 4.30], [-1.29, 0.39, 2.69], [0.23, -2.87, 3.77], [-1.31, -2.09, 3.30], [-0.55, -1.71, 4.87], [2.79, -0.94, 2.92], [1.93, -1.40, 4.73], [1.96, 0.34, 4.32], [-1.86, 0.71, -3.73], [-3.22, 2.25, -3.43], [-3.85, 0.59, -3.14], [0.17, -0.54, -3.28], [2.97, -1.53, 0.60], [2.62, -0.52, -0.46], [2.72, -2.55, 0.28], [4.03, -1.47, 0.86], [1.38, -0.56, -1.08], [1.26, -0.05, -2.37], [-1.91, -2.47, 0.17], [2.11, 1.01, -2.73], [3.15, 1.37, -1.87], [1.84, 1.83, -3.93], [3.47, 0.55, -0.78], [3.82, 2.19, -2.12], [4.65, 0.87, 0.07], [5.10, 1.81, -0.27], [5.42, 0.08, 0.00], [4.38, 0.97, 1.14], [1.87, 1.22, -4.84], [2.60, 2.61, -4.03], [0.85, 2.32, -3.89], [0.38, -0.30, -4.33], [0.03, -1.63, -3.18], [-2.20, -1.37, 1.00], [-3.25, -1.56, 1.57], [-4.39, -1.61, 2.12], [-4.80, -2.65, 2.83], [-5.26, -3.51, 3.48]],
  "mulliken_charge": [-0.71, -0.45, 0.23, -0.08, 0.66, 0.53, 1.49, -0.77, -1.52, -1.93, 0.26, 0.31, 0.42, 0.39, 0.48, 0.26, 1.46, -0.82, -1.45, -1.51, 0.41, 0.43, 0.04, 0.43, 0.04, 0.43, -0.41, 0.29, 0.33, -0.44, 0.28, 0.36, -1.55, -1.04, 0.32, 0.21, 0.39, 0.69, 0.61, 0.43, 1.32, -1.48, -1.77, 1.19, 0.17, -1.78, 0.39, 0.33, 0.23, 0.31, 0.40, 0.21, 0.41, 0.22, -0.43, 0.63, -0.71, 0.46, -0.59],
  "homo_lumo_gap_ev": [4.946, 3.088],
  "lumo_energy_ev": [2.69, 2.69],
  "spin_multiplicity": 5,
  "charge": -1,
  "e_homo_ev": [-2.252, -0.401],
  "relative_energy_ev": 0.416
}

***

{
  "formula": "C22H28F24O6SSi",
  "method": "ωB97M-V/def2-TZVPD",
  "species": ["C", "Si", "C", "C", "C", "C", "C", "C", "O", "S", "O", "O", "H", "H", "H", "H", "H", "H", "H", "H", "H", "H", "H", "H", "H", "H", "H", "H", "F", "C", "F", "C", "F", "F", "C", "O", "C", "F", "F", "C", "F", "F", "H", "H", "H", "H", "F", "C", "F", "C", "F", "F", "C", "O", "C", "F", "F", "C", "F", "F", "H", "H", "H", "H", "F", "C", "F", "C", "F", "F", "C", "O", "C", "F", "F", "C", "F", "F", "H", "H", "H", "H"],
  "xyz": [[-2.29, 1.62, -1.35], [-3.22, 3.30, -1.25], [-3.88, 3.60, 0.57], [-4.83, 3.08, -2.35], [-2.28, 4.81, -1.99], [-2.32, 6.17, -1.03], [-0.90, 6.42, -0.22], [0.40, 6.65, -1.21], [0.27, 6.05, -2.54], [-0.49, 4.49, -2.44], [0.32, 3.69, -1.40], [-0.43, 3.88, -3.86], [-1.20, 1.62, -0.92], [-2.35, 1.16, -2.45], [-2.91, 0.86, -0.68], [-4.32, 2.64, 1.07], [-4.77, 4.38, 0.46], [-3.05, 4.11, 1.22], [-5.76, 3.44, -1.74], [-4.72, 3.59, -3.40], [-4.97, 1.92, -2.53], [-2.83, 5.13, -2.99], [-3.27, 6.20, -0.33], [-2.44, 7.10, -1.77], [-0.68, 5.40, 0.36], [-0.97, 7.27, 0.60], [0.65, 7.81, -1.24], [1.36, 6.14, -0.71], [1.27, -2.78, -0.89], [2.54, -2.41, -0.61], [3.33, -3.47, -0.95], [2.74, -2.04, 0.85], [2.54, -3.11, 1.67], [4.05, -1.69, 1.03], [1.89, -0.86, 1.34], [0.68, -1.19, 2.03], [-0.44, -1.47, 1.18], [-0.15, -1.09, -0.08], [-1.44, -0.64, 1.60], [-0.92, -2.93, 1.28], [0.08, -3.80, 0.97], [-1.93, -3.17, 0.41], [2.81, -1.58, -1.27], [2.49, -0.34, 2.10], [1.72, -0.11, 0.56], [-1.26, -3.16, 2.29], [-5.44, -3.03, -4.19], [-5.41, -3.97, -5.16], [-6.68, -4.44, -5.27], [-4.44, -5.10, -4.85], [-4.82, -5.79, -3.75], [-4.48, -5.99, -5.89], [-2.97, -4.66, -4.69], [-2.51, -4.46, -3.35], [-2.81, -3.18, -2.79], [-3.23, -2.35, -3.78], [-1.61, -2.67, -2.38], [-3.78, -3.25, -1.61], [-4.95, -3.84, -1.96], [-4.09, -2.01, -1.15], [-5.16, -3.48, -6.11], [-2.36, -5.50, -5.06], [-2.71, -3.82, -5.35], [-3.35, -3.82, -0.78], [7.72, -1.13, 5.99], [8.09, -1.71, 4.83], [9.37, -1.31, 4.60], [7.19, -1.31, 3.67], [7.28, 0.02, 3.40], [7.65, -1.94, 2.54], [5.71, -1.70, 3.83], [4.84, -0.67, 4.31], [4.80, -0.51, 5.72], [5.43, -1.56, 6.30], [3.49, -0.62, 6.08], [5.36, 0.84, 6.18], [6.63, 1.04, 5.77], [5.37, 0.93, 7.54], [8.10, -2.79, 4.97], [5.34, -1.92, 2.82], [5.58, -2.64, 4.38], [4.75, 1.67, 5.79]],
  "mulliken_charge": [-0.74, 0.41, -0.96, -1.00, -0.06, -0.64, -0.59, -0.31, -0.37, 1.15, -0.58, -0.68, 0.21, 0.26, 0.17, 0.33, 0.26, 0.25, 0.28, 0.31, 0.22, 0.35, 0.27, 0.31, 0.21, 0.37, 0.32, 0.24, -0.15, 0.00, -0.30, 0.93, -0.32, -0.33, -0.67, -0.42, 0.80, -0.23, -0.30, 0.05, -0.22, -0.15, 0.30, 0.45, 0.33, 0.22, -0.18, 0.09, -0.29, 0.89, -0.27, -0.33, -0.71, -0.36, 0.53, -0.32, -0.16, 0.41, -0.24, -0.21, 0.27, 0.42, 0.31, 0.18, -0.21, 0.13, -0.28, 0.82, -0.28, -0.34, -0.47, -0.36, 0.72, -0.27, -0.29, 0.24, -0.21, -0.27, 0.28, 0.22, 0.34, 0.23],
  "homo_lumo_gap_ev": 11.002,
  "lumo_energy_ev": 0.35,
  "smiles": "C[Si](C)(C)[C@H]1CCCOS1(=O)=O.FC(F)C(F)(F)COC(F)(F)C(F)F.FC(F)C(F)(F)COC(F)(F)C(F)F.FC(F)C(F)(F)COC(F)(F)C(F)F",
  "e_homo_ev": -10.654
}

***

{
  "formula": "C22H28F5NOPdSi2Te2",
  "method": "ωB97M-V/def2-TZVPD",
  "species": ["Pd", "C", "Si", "C", "C", "C", "C", "C", "C", "C", "Si", "C", "C", "H", "H", "H", "H", "H", "H", "H", "H", "H", "H", "H", "H", "H", "H", "H", "H", "C", "C", "C", "C", "N", "C", "C", "H", "H", "H", "H", "H", "H", "H", "F", "Te", "F", "F", "F", "F", "O", "Te", "C", "C", "C", "C", "C", "C", "H", "H", "H", "H", "H"],
  "xyz": [[0.04, -0.53, 0.65], [-2.46, 1.52, 1.98], [-1.44, 1.09, 0.45], [-2.73, 0.53, -0.83], [-0.86, 2.76, -0.28], [-1.79, 3.80, -0.18], [-1.55, 5.07, -0.68], [-0.34, 5.33, -1.31], [0.59, 4.31, -1.43], [0.36, 3.02, -0.94], [1.75, 1.73, -1.18], [2.69, 2.27, -2.74], [2.91, 2.03, 0.27], [-3.26, 2.23, 1.74], [-1.85, 1.94, 2.78], [-2.94, 0.61, 2.36], [-3.44, 1.36, -0.95], [-3.28, -0.36, -0.52], [-2.26, 0.33, -1.79], [-2.75, 3.63, 0.31], [-2.30, 5.85, -0.58], [-0.13, 6.32, -1.70], [1.52, 4.52, -1.94], [3.26, 3.20, -2.64], [2.01, 2.37, -3.60], [3.39, 1.46, -2.96], [3.23, 3.07, 0.25], [3.79, 1.39, 0.25], [2.40, 1.84, 1.23], [-2.54, -4.63, -3.97], [-1.96, -3.70, -2.95], [-0.99, -2.77, -3.28], [-0.46, -1.93, -2.31], [-0.87, -1.98, -1.04], [-1.79, -2.88, -0.71], [-2.37, -3.75, -1.62], [-2.12, -4.45, -4.96], [-3.63, -4.51, -4.04], [-2.35, -5.67, -3.70], [-0.61, -2.70, -4.30], [0.31, -1.19, -2.50], [-2.07, -2.91, 0.34], [-3.12, -4.46, -1.29], [2.32, -2.45, -1.74], [2.87, -1.57, -0.08], [1.35, -2.75, 0.73], [3.91, -3.14, 0.07], [4.16, -1.02, 1.38], [4.24, -0.83, -1.25], [1.22, 0.24, -1.37], [0.78, -0.63, 3.15], [-0.44, 0.04, 4.76], [0.19, 0.67, 5.84], [-0.52, 1.07, 6.96], [-1.89, 0.87, 7.04], [-2.53, 0.23, 5.98], [-1.81, -0.18, 4.87], [1.26, 0.85, 5.79], [0.00, 1.57, 7.77], [-2.45, 1.19, 7.91], [-3.60, 0.05, 6.03], [-2.32, -0.70, 4.07]],
  "mulliken_charge": [0.23, -1.06, 0.74, -1.28, 0.55, -0.50, -0.81, -0.62, -0.51, 0.19, 0.53, -1.35, -1.12, 0.40, 0.35, 0.10, 0.50, 0.28, 0.21, 0.15, 0.37, 0.36, 0.22, 0.38, 0.33, 0.28, 0.36, 0.39, 0.20, -1.54, 1.30, -0.99, -0.71, 0.64, -0.75, -0.76, 0.34, 0.33, 0.32, 0.29, 0.52, 0.48, 0.35, -0.55, 1.74, -0.64, -0.42, -0.58, -0.53, -0.25, 0.12, -0.21, -0.45, -0.48, -0.39, -0.46, -0.20, 0.32, 0.33, 0.33, 0.33, 0.34],
  "homo_lumo_gap_ev": 5.646,
  "lumo_energy_ev": 4.30,
  "charge": -2,
  "e_homo_ev": -1.344,
  "relative_energy_ev": 1.191
}